No. 1
Entry from OMol25: a 2-piece molecular cluster, C25H26N4O6 overall (the ωB97M-V functional and the def2-TZVPD basis).

SMILES ... O=C1CC[C@@H](N2C(=O)c3ccccc3C2=O)C(=O)N1.CNC(=O)[C@H](Cc1ccccc1)NC(C)=O
Net charge ... 0
Energy relative to the best compared isomer or geometry (same formula, charge and spin) ... 42.8 kJ/mol
E_HOMO ... -9.1 eV
Kohn-Sham gap ... 8.44 eV
LUMO energy ... -0.620 eV

Each line ends with the Löwdin charge.
Cartesian coordinates (Å):
O: 1.5479 -2.3719 1.0947  0.072
C: -2.6453 -0.8936 2.6825  -0.072
C: 10.1148 2.6346 -0.4002  -0.052
N: 3.7155 -2.2062 0.7689  0.196
H: -8.0080 -0.0234 1.5102  0.075
C: 7.9802 1.1042 -1.3165  -0.081
C: 2.4768 -1.6350 0.8283  -0.423
H: -8.3878 1.6482 1.9625  0.088
H: 8.8911 2.9902 1.3600  0.122
H: -5.7501 0.4519 -3.2061  0.082
C: -5.6988 -1.7248 0.5224  -0.101
H: 3.8530 -3.1173 1.1864  0.179
H: -8.5177 -0.2192 -2.7433  0.145
C: -1.6254 -1.5730 1.9947  -0.088
O: -6.1764 2.5120 1.2797  0.031
C: 6.7269 0.4071 -1.5117  -0.359
C: 7.8968 1.7298 -0.0822  -0.075
C: -7.9983 1.0098 1.1714  0.021
H: 9.1719 0.7132 -3.0728  0.124
N: 5.8755 0.6476 -0.4542  0.108
O: 6.4349 -0.2629 -2.4925  0.123
H: 1.5046 0.2574 1.1628  0.129
H: 10.9487 3.2332 -0.0435  0.107
C: 8.9628 2.5030 0.3903  0.020
O: 6.1827 1.7608 1.5585  0.120
H: -6.3917 -1.6443 1.3599  0.115
H: 4.2227 -0.3061 -1.2694  0.168
H: -0.6113 -1.5481 2.3677  0.081
H: 3.8341 0.8114 1.5368  0.121
C: -4.2754 -1.6831 1.0486  -0.225
H: -1.1355 -2.8219 0.3063  0.092
C: 9.1246 1.2183 -2.1106  0.021
H: 3.3669 1.6423 0.0442  0.131
H: -6.5881 1.7761 -2.3564  0.081
C: 4.6247 -0.1061 -0.2700  -0.134
H: -7.1663 1.2252 -3.9395  0.087
C: -1.9251 -2.2980 0.8284  -0.073
C: 4.8116 -1.4859 0.3927  -0.363
H: -3.4740 -2.9130 -0.5406  0.106
C: -3.9688 -0.9507 2.2119  -0.039
C: 10.1968 1.9912 -1.6462  -0.053
O: 5.8995 -2.0191 0.5403  0.108
C: -5.9977 -0.6261 -0.5140  -0.199
C: -6.5852 1.4479 0.8433  -0.551
C: -7.3485 -0.7908 -1.2472  -0.476
H: -2.4144 -0.3347 3.5787  0.097
C: 3.5311 0.6579 0.4952  -0.121
O: -8.2181 -1.5366 -0.8155  0.048
N: -7.6037 -0.0672 -2.3429  0.031
C: 6.5905 1.3905 0.4668  -0.340
H: -5.2402 -0.7431 -1.2876  0.142
C: -3.2479 -2.3511 0.3542  -0.040
H: 1.7934 -0.1329 -0.5386  0.133
H: -8.6235 1.1167 0.2877  0.085
N: -5.7815 0.7056 0.0804  0.116
C: -6.7224 0.9013 -2.9964  -0.062
H: -4.7510 -0.4267 2.7432  0.108
H: -4.8609 1.1003 -0.0308  0.154
C: 2.2301 -0.1683 0.4634  -0.065
H: -5.8642 -2.6980 0.0582  0.124
H: 11.0933 2.0916 -2.2519  0.107

Cartesian forces (eV/Å) of the 3 atoms listed first:
-0.24 0.37 0.31
-0.23 -0.52 -0.77
-0.61 -0.36 -0.07


No. 2
Entry from OMol25: C3H5O3PS as an isolated structure (the ωB97M-V functional and the def2-TZVPD basis).

Net charge ... -2
Energy relative to the best compared isomer or geometry (same formula, charge and spin) ... 112.1 kJ/mol
E_HOMO ... 0.1 eV
Kohn-Sham gap ... 6.04 eV
LUMO energy ... 6.180 eV

Each line ends with the Löwdin charge.
Cartesian coordinates (Å):
H: -1.2022 2.2072 -1.1279  0.045
C: 0.6101 0.2529 -0.3524  -0.658
O: 2.1678 -0.0982 1.9193  -0.432
P: 0.7697 -0.3409 1.4211  0.208
H: 1.1491 -1.7203 0.2496  -0.172
C: -1.6060 1.1972 -0.9074  -0.085
O: -0.4944 -0.0916 2.2041  -0.423
H: -1.1742 -0.8829 -0.6808  0.122
H: -2.6970 1.0405 -0.9687  0.029
S: 1.5442 -1.0202 -1.6832  0.039
C: -0.8062 0.2231 -0.6154  -0.406
H: 0.9407 1.1988 -0.5554  0.009
O: 0.7985 -1.9656 1.0972  -0.276

Cartesian forces (eV/Å) of the 3 atoms listed first:
-0.41 -0.47 0.50
0.39 -3.16 -0.53
-0.46 1.21 0.28


No. 3
Entry from OMol25: C29H44BrN3P2STi as an isolated structure (the ωB97M-V functional and the def2-TZVPD basis).

Spin multiplicity ... 3
Net charge ... +2
Energy relative to the best compared isomer or geometry (same formula, charge and spin) ... 0.0 kJ/mol
E_HOMO (spin up / spin down) ... -12.6 / -12.9 eV
Kohn-Sham gap (spin up / spin down) ... 7.24 / 4.18 eV
LUMO energy (spin up / spin down) ... -5.380 / -8.724 eV

Each line ends with the Löwdin charge.
Cartesian coordinates (Å):
H: 2.2336 -2.2359 -3.1639  0.070
C: -0.5200 3.8915 -4.6744  0.029
C: -4.3766 -3.5265 -1.9799  -0.128
C: 0.3638 2.7228 -2.8370  0.009
H: 3.7250 0.5422 0.0088  0.060
H: -3.4614 -0.9469 -4.1488  0.086
H: -2.9124 -1.9124 -1.8923  0.006
C: -1.8736 2.1036 -3.6513  0.013
C: -0.5170 7.2109 -6.1439  -0.009
C: 3.8015 0.0363 -0.9655  -0.375
C: -1.2141 6.4942 -8.7095  -0.123
H: 3.2372 -4.3797 -0.3541  0.090
H: 5.0843 -1.5891 -0.2143  0.072
H: -3.3217 -0.5950 -6.5622  0.085
H: 1.2677 3.3345 -2.9239  0.140
P: 2.1958 -0.8126 -1.2171  0.873
C: -1.0513 1.0535 -1.6917  -0.314
H: 4.2329 -3.2271 -1.2387  0.058
H: -3.0258 0.7178 -2.4594  0.103
H: 3.8743 0.8327 -1.7196  0.083
C: -1.4681 1.4284 4.1953  -0.022
C: 0.1601 1.8354 -1.7571  -0.242
N: 0.6243 0.7596 3.9489  -0.106
H: -2.4414 1.7104 4.5402  0.130
H: 2.6126 0.3398 3.4479  0.066
H: -2.6305 2.2544 -4.4228  0.134
H: 0.8905 1.9772 -0.9065  0.030
C: -2.9376 -1.5488 -6.1829  -0.133
H: 3.9614 -0.5415 -3.7823  0.076
C: -1.0023 5.4807 -7.7641  -0.011
H: -3.6967 -2.3187 -6.3764  0.077
H: 1.7718 -0.9698 4.3400  0.110
C: -0.4053 0.9181 4.8639  -0.010
H: -0.0982 -2.5594 -4.4751  0.082
C: -2.9632 -2.9690 -2.1858  -0.424
C: -0.6818 2.8645 -3.7349  -0.222
C: 2.3849 -2.4101 -0.3435  -0.373
S: 1.2332 1.3919 1.3517  0.713
C: 1.9027 0.1175 4.2493  0.002
H: 0.9601 -1.0309 -3.2474  0.048
H: -1.6510 1.8862 2.0931  0.159
H: -2.2282 -3.5111 -1.5739  0.076
C: -0.5608 -3.2856 -3.7877  -0.377
C: -0.4750 4.8372 -5.4397  0.080
C: -0.7486 8.1513 -7.1583  -0.119
H: -0.2549 7.5558 -5.1456  0.115
C: -2.6273 -1.4291 -4.6815  -0.367
C: 0.2205 1.1907 2.7273  -0.663
H: 2.7547 -3.8600 -1.9713  0.060
C: 2.0262 -1.1679 -3.0011  -0.385
C: 2.8964 -0.3228 -3.9269  -0.120
H: -4.5811 -3.6243 -0.9063  0.088
H: -1.7260 -0.8249 -4.5082  0.081
H: -0.3467 -5.4138 -3.3194  0.086
Br: -1.6924 -1.0351 0.2822  0.249
H: 2.8405 -2.1611 0.6285  0.094
H: -2.0373 -1.7931 -6.7604  0.082
H: -0.2631 0.6684 5.8944  0.136
C: -0.1734 -4.7266 -4.1593  -0.135
N: -1.0804 1.5760 2.8716  0.093
H: 1.3627 -2.7525 -0.1173  0.065
H: -4.4957 -4.5144 -2.4460  0.079
H: -0.7542 -5.0852 -5.0225  0.074
H: 2.7438 0.7555 -3.7898  0.071
N: -1.0876 7.7846 -8.3951  0.061
H: -0.6570 9.2258 -6.9624  0.117
H: -1.4918 6.2530 -9.7416  0.115
C: -0.6495 5.8452 -6.4494  -0.229
H: 2.2750 0.4965 5.2063  0.109
H: 5.1441 -1.3802 -1.9733  0.070
C: -2.0775 1.2288 -2.5980  -0.103
H: 0.8902 -4.7844 -4.4217  0.082
P: -2.3819 -3.0854 -3.9127  1.225
Ti: 0.2069 0.2673 -0.4460  0.086
H: -5.1253 -2.8441 -2.4014  0.082
C: 3.1971 -3.5155 -1.0300  -0.126
H: -0.2396 -3.0366 -2.7632  0.081
C: 5.0502 -0.8467 -1.0194  -0.134
H: -1.1264 4.4398 -8.0555  0.112
H: 5.9491 -0.2236 -0.9210  0.090
H: 2.6542 -0.5654 -4.9693  0.086

Cartesian forces (eV/Å) of the 3 atoms listed first:
0.03 0.27 -0.01
-0.24 1.78 -2.01
-0.25 0.02 0.15


No. 4
Entry from OMol25: C10H23N2O4PtTe as an isolated structure (the ωB97M-V functional and the def2-TZVPD basis).

Spin multiplicity ... 3
Net charge ... +1
Energy relative to the best compared isomer or geometry (same formula, charge and spin) ... 0.0 kJ/mol
E_HOMO (spin up / spin down) ... -10.8 / -11.1 eV
Kohn-Sham gap (spin up / spin down) ... 8.26 / 7.11 eV
LUMO energy (spin up / spin down) ... -2.542 / -3.962 eV

Each line ends with the Löwdin charge.
Cartesian coordinates (Å):
C: 0.9354 2.6535 2.0882  -0.396
O: -2.2240 0.8880 0.1318  -0.317
H: 1.3042 3.5879 2.5028  0.017
C: 1.5486 -1.6363 1.0519  -0.273
H: -2.1035 -0.7396 -2.9949  0.095
H: -3.4950 0.2348 -1.3671  0.134
C: -3.1576 -0.0650 -0.3687  -0.176
H: -3.6623 1.9919 1.1222  0.105
H: 2.8309 -2.2590 2.6685  0.095
N: 0.5608 -0.7921 1.2035  -0.242
H: 1.4168 1.8088 2.5751  0.007
C: 2.2439 -1.5798 -0.2383  -0.263
H: -0.1400 2.5642 2.2042  0.001
H: 4.0784 -2.4040 0.4561  0.100
H: -1.9498 -2.5022 -2.7510  0.103
O: 2.3440 -0.6262 -2.3636  -0.020
H: 0.7411 5.1178 -0.2716  0.015
H: 3.1848 -1.1072 -2.3762  0.084
Pt: 0.0576 0.4290 -0.5111  0.856
H: 3.1177 -3.4961 -0.5317  0.111
C: 1.9290 -2.5841 2.1440  -0.014
C: -1.4805 -1.5331 -2.5774  -0.055
C: -2.8140 2.1404 0.4519  -0.067
C: 0.2407 4.2051 -0.5842  -0.401
H: -4.0302 -0.1091 0.2889  0.142
H: 2.1102 -3.5879 1.7593  0.086
C: 3.4413 -2.4593 -0.4251  0.014
Te: 1.4264 2.5555 0.0263  1.283
O: -1.2679 -1.3496 -1.1738  -0.320
H: -2.0611 2.7261 0.9671  0.063
O: -0.1483 -0.6745 2.2195  -0.076
C: -2.4553 -1.4005 -0.3764  -0.162
H: -2.1260 -1.6466 0.6327  0.129
H: 4.0632 -2.2230 -1.2865  0.078
N: 1.7642 -0.7785 -1.1229  -0.157
H: -0.5013 -1.5079 -3.0485  0.089
H: -3.1440 2.6613 -0.4508  0.106
H: 0.1584 4.1808 -1.6677  0.013
H: -3.1163 -2.1887 -0.7427  0.141
H: -0.7416 4.1344 -0.1338  -0.010
H: 1.1213 -2.6292 2.8701  0.081

Cartesian forces (eV/Å) of the 3 atoms listed first:
0.02 0.05 0.02
-0.07 0.01 0.03
0.00 0.00 -0.01


No. 5
Entry from OMol25: C3H5NO2 as an isolated structure (the ωB97M-V functional and the def2-TZVPD basis).

Net charge ... 0
Energy relative to the best compared isomer or geometry (same formula, charge and spin) ... 463.5 kJ/mol
E_HOMO ... -9.7 eV
Kohn-Sham gap ... 9.80 eV
LUMO energy ... 0.085 eV

Each line ends with the Löwdin charge.
Cartesian coordinates (Å):
C: -0.0410 0.2018 1.5961  -0.182
H: 0.1913 1.1608 -2.0198  0.094
N: 0.7984 -0.9221 -1.2521  0.197
O: -0.5685 -0.7469 0.6853  0.008
H: 0.7342 -1.9318 -0.9616  0.110
O: 0.8606 0.7439 0.6556  0.029
H: -0.8156 0.8994 1.9391  0.131
C: -0.4051 0.4910 -1.4071  0.173
H: 0.4823 -0.2708 2.4237  0.125
C: 0.2420 -0.1185 -0.2832  -0.799
H: -1.4932 0.7044 -1.3663  0.116

Cartesian forces (eV/Å) of the 3 atoms listed first:
-0.08 0.00 0.92
-0.04 -0.40 0.06
-0.24 0.64 0.03


No. 6
Entry from OMol25: a 13-piece molecular cluster, C38H94N8O12 overall (the ωB97M-V functional and the def2-TZVPD basis).

Net charge ... 0
E_HOMO ... -9.4 eV
Kohn-Sham gap ... 9.49 eV
LUMO energy ... 0.078 eV

Each line ends with the Löwdin charge.
Cartesian coordinates (Å):
H: -2.5389 3.7708 0.2848  0.067
H: -3.0394 1.4757 -2.1405  0.068
O: -1.7565 2.6246 3.1439  -0.007
C: -2.8852 2.3961 -2.7164  0.003
C: 0.0855 0.3153 0.8844  -0.217
H: 5.3854 5.2846 -2.2611  0.113
O: 3.0621 -3.3304 6.1328  -0.065
C: -3.9070 -4.0764 -1.6555  -0.238
C: -5.4797 -0.1787 0.3888  -0.083
H: -2.1883 -2.4264 -4.9886  0.062
H: 2.3266 0.3453 2.2324  0.045
C: 4.9290 -1.9242 5.4853  -0.252
H: -4.4436 -2.1389 0.1275  0.067
H: 1.8339 1.4715 -3.3993  0.056
H: -2.9549 -2.5346 2.7417  0.081
H: 6.7994 4.4504 1.4370  0.095
C: 2.3585 1.3647 0.4391  -0.248
C: -1.3733 -1.9612 -4.4300  0.020
H: -6.3061 -3.2085 -5.5927  0.069
H: 4.8900 -4.1158 5.3984  0.127
C: 2.5708 1.8924 -4.0861  -0.001
H: -0.0280 0.6184 1.9272  0.109
C: 6.3461 4.8306 -0.3795  -0.257
H: -2.5378 -1.0099 -1.0140  0.052
H: -5.6750 -3.8596 3.3180  0.109
C: 1.7714 2.3508 5.6460  -0.005
H: -5.0146 -0.0154 -0.5868  0.052
H: 6.0110 -1.8263 5.6228  0.117
H: 2.2848 6.9287 -4.5447  0.085
H: 2.2967 4.5316 -1.9582  0.060
H: 2.4907 2.9755 -4.0159  0.052
H: -1.0976 5.3511 1.4864  0.078
H: -0.8882 5.0860 3.1588  0.085
C: -1.4914 -0.6859 -0.9476  -0.087
N: -2.6829 3.3630 1.2034  0.164
H: -6.1223 -1.5519 2.5928  0.111
H: -0.5008 -2.5558 -4.6863  0.096
C: 2.0427 3.4433 6.6638  -0.587
H: 2.7369 2.3337 0.0633  0.082
H: 3.5244 -1.8845 -4.1126  0.072
C: -5.3544 -3.5789 -5.1912  -0.117
H: -0.4781 1.8844 -3.7260  0.055
C: 5.1631 5.2716 -1.1873  -0.232
H: -3.7543 3.0315 -2.5580  0.090
H: -1.4772 -2.0080 -3.3466  0.072
C: 2.5896 -3.5734 2.0044  0.003
H: 1.5443 2.8567 4.7116  0.066
O: 1.4871 -3.6383 -2.5853  0.020
C: -1.5561 3.0198 -2.3875  -0.509
H: -6.5571 -0.3104 0.3317  0.065
H: 5.6923 1.7817 -2.8844  0.106
C: 2.7193 1.3214 1.9218  -0.079
C: -2.6675 -4.6585 0.4531  -0.111
C: -5.7392 -2.2528 1.8408  -0.202
O: 0.0200 6.1635 -3.4867  0.038
H: 2.1482 2.0077 2.5416  0.064
H: 2.6672 1.7298 5.6031  0.083
C: -4.0121 -4.2728 -3.1609  -0.212
H: 0.2625 4.3101 2.1070  0.070
H: -1.8132 -5.2215 0.8352  0.076
C: -3.1664 -4.2252 4.0807  -0.109
C: 2.3303 -2.7613 -2.7139  -0.581
H: 3.7916 1.3046 2.0857  0.072
C: 4.4446 -3.2763 5.9486  -0.279
H: 4.0325 4.2944 -0.0158  0.092
H: -2.4637 -3.6106 0.6725  0.067
H: -1.3745 -0.1129 -1.8751  0.047
O: 4.3911 0.3072 -4.3470  0.005
H: -6.0825 -3.4299 -3.1426  0.106
H: -4.5896 -2.9808 -5.7005  0.051
H: 0.4213 2.3545 0.3044  0.101
H: -2.7695 -4.9650 3.3770  0.061
C: 2.2848 5.8849 -4.2484  -0.003
H: -4.8163 -4.1280 1.8510  0.076
O: -0.3695 0.2110 -4.5510  0.007
H: 0.6203 4.7773 -1.5500  0.084
H: -2.2970 0.7947 -6.0983  0.116
H: 3.5169 -4.0623 2.3028  0.088
O: 1.5663 -4.1956 4.0231  0.023
H: 1.6771 -1.5937 -1.0033  0.060
H: -2.2972 -4.0184 4.7158  0.070
H: -3.8917 -1.1499 1.4816  0.072
H: 0.7755 1.2608 -0.9837  0.098
N: 1.1322 -2.1419 3.3317  0.202
H: -5.3433 -4.6084 -5.5491  0.072
H: 0.9653 -1.8620 4.2837  0.122
C: -4.9909 -3.3598 2.6228  -0.234
H: 4.4138 -1.1877 6.1133  0.116
H: -3.1878 -6.0193 -1.0682  0.111
H: -3.9300 -4.6987 4.6983  0.070
N: 1.4083 4.9872 -2.1466  0.157
H: 4.9179 6.3268 -0.9963  0.131
H: 4.7120 3.1401 -2.9208  0.060
C: -5.1400 -3.3702 -3.6948  -0.269
N: 4.7439 2.1383 -2.9636  0.161
O: 2.7185 4.4243 6.3986  0.027
C: -4.7724 -1.4669 0.9278  -0.259
H: 7.2311 5.4088 -0.7060  0.126
H: -1.7071 1.1565 0.2471  0.085
H: -3.1234 -3.8445 -3.6280  0.082
C: -2.8422 -4.9865 -1.0290  -0.246
H: -4.1127 -5.3109 -3.4760  0.119
C: 1.1130 5.6474 -3.3137  -0.596
H: -0.8750 -1.5858 -0.9795  0.078
O: 6.0885 4.9551 1.0222  -0.045
H: 2.6235 -3.6838 5.3194  0.043
H: 0.8271 2.6245 8.2414  0.091
N: 1.5193 3.2633 7.9197  0.147
H: -5.2817 0.6420 1.0754  0.063
H: -3.1080 -0.6795 -5.7450  0.089
H: 2.9193 -2.6770 1.4757  0.068
H: 2.1911 -0.6492 -2.3436  0.071
O: 4.6415 -1.6465 4.1228  -0.078
H: -3.0003 2.0807 -3.7575  0.064
H: 5.1994 -0.9570 3.7682  0.071
C: 2.4182 -1.5762 -1.7984  -0.012
H: 1.8618 3.9592 8.5680  0.104
H: 3.4189 -1.4284 -1.3928  0.087
H: 2.1904 -4.2794 1.2658  0.088
C: -0.7831 4.5769 2.1933  -0.009
H: -6.5227 -2.6312 1.1867  0.108
H: 0.9384 1.6992 5.9075  0.075
H: -3.9927 -2.2709 4.1716  0.114
C: -1.7932 3.4547 2.2262  -0.587
C: 1.6294 -3.3727 3.1370  -0.581
H: -4.8227 -2.3345 -3.5178  0.099
C: 3.9739 1.3696 -3.8390  -0.517
H: 3.2948 -3.5918 -4.3055  0.100
H: 0.6927 -0.6001 0.8714  0.089
H: -1.9311 -4.8414 -1.6121  0.107
O: -1.4258 3.7430 -1.3763  -0.024
H: -3.6589 -3.0297 -1.4680  0.080
H: 2.9132 0.6734 -0.1982  0.087
C: -1.3087 0.1426 0.3178  -0.234
H: 0.3175 3.3369 -3.1525  0.043
N: -2.3557 -0.0454 -5.5549  0.179
H: 4.9230 -3.3601 6.9382  0.117
H: -1.9251 -0.3640 1.0681  0.092
H: 2.2807 1.5375 -5.0763  0.094
O: 4.0279 4.4030 -0.9844  -0.116
C: -1.3194 -0.5041 -4.8148  -0.562
H: 3.2206 5.5800 -3.7807  0.055
N: 3.2588 -2.7787 -3.7210  0.159
H: 2.1583 5.2894 -5.1573  0.084
C: -3.7204 -2.9768 3.3769  -0.256
C: 0.8648 1.3728 0.1027  -0.199
H: 1.1945 -1.4174 2.6464  0.048
H: -4.7964 -4.3475 -1.0780  0.119
H: -3.5381 -5.0415 0.9868  0.055
N: -0.5306 2.8164 -3.2860  0.185
H: 6.6519 3.8103 -0.6670  0.121
H: -3.2093 2.5042 1.2533  0.091

Cartesian forces (eV/Å) of the 3 atoms listed first:
0.28 0.03 0.20
0.09 0.22 0.21
-0.33 0.70 -0.79